C6H17BMnO5 | wB97M-V/def2-TZVPD

Computed properties:
E_tot = -48715.179 eV
orbital gap (alpha / beta) = 4.24 / 4.27 eV
LUMO energy (alpha / beta) = 0.365 / 0.364 hartree
maximum force = 2.416 eV/Å
net charge = -4
2S+1 = 6
HOMO level (alpha / beta) = 5.69 / 5.62 eV

```
30
Properties=species:S:1:pos:R:3:mulliken_charge:R:1
Mn -0.3744 0.4861 0.9830 0.808
C -1.2582 -2.7299 0.6959 -0.967
C -0.6117 -2.4063 2.0550 -0.382
O -0.7825 -1.1062 2.4465 -0.792
H -0.9043 -2.1114 -0.1299 0.151
H -2.3526 -2.7200 0.7310 0.246
H -1.0272 -3.7774 0.4120 0.448
H 0.4656 -2.6560 1.9743 0.219
H -1.0388 -3.1456 2.7742 0.274
O 1.6946 0.4219 0.8746 -0.530
C 2.4387 0.4606 -0.3238 -0.047
C 3.9309 1.0425 -0.3805 -0.474
O 4.5309 1.3490 0.8244 -1.059
H 1.8278 0.8279 -1.1666 0.129
H 2.5379 -0.6296 -0.5522 0.009
H 3.8539 1.9823 -0.9884 0.057
H 4.5793 0.3970 -1.0214 0.209
O -2.8209 1.6035 -3.4799 -1.099
C -1.7807 0.6769 -3.3056 -0.580
C -1.4004 0.1923 -1.8600 0.180
O -1.5414 1.0071 -0.7414 -0.639
H -0.8787 1.1413 -3.7571 0.065
H -2.0170 -0.2563 -3.8612 0.247
H -0.3490 -0.1746 -1.9006 0.108
H -1.9916 -0.7520 -1.7320 -0.036
B -0.9323 2.2000 2.2522 0.229
H -0.4710 1.5965 3.1404 -0.300
H -1.3572 3.1886 2.7108 -0.311
H -0.1506 2.3359 1.4253 -0.039
H -1.8194 1.5559 1.9010 -0.121
```